# 1
C25H27BN5O6S2Tl as an isolated structure in a non-equilibrium geometry. Source: the Open Molecules 2025 dataset; level of theory: wB97M-V/def2-TZVPD.

The LUMO energy is 0.07 eV. As for the HOMO energy: -7.45 eV. The relative energy (zero: lowest compared OMol25 entry of this formula, charge and spin) is 16.4 kcal per mole. The calculation puts the frontier orbital gap at 7.521 eV.

The geometry in ORCA input format:
```
! wB97M-V def2-TZVPD RIJCOSX def2/J DEFGRID3
* xyz 0 1
Tl 9.161 8.294 12.363
C 7.322 11.968 13.541
C 8.282 11.130 14.292
O 7.917 10.165 15.017
N 9.546 11.536 14.161
C 10.632 10.752 14.720
C 11.777 10.626 13.690
C 12.670 9.581 13.731
C 13.609 9.544 12.734
C 13.719 10.555 11.789
C 12.855 11.585 11.922
N 11.912 11.622 12.845
H 6.654 12.340 14.305
H 6.622 11.498 12.866
H 7.723 12.849 13.081
H 9.744 12.142 13.421
H 10.264 9.804 15.080
H 11.095 11.323 15.529
H 12.637 8.801 14.517
H 14.277 8.670 12.791
H 14.316 10.533 10.928
H 12.851 12.413 11.193
C 4.074 7.998 11.687
C 5.593 8.371 11.571
N 6.319 8.854 12.489
O 5.607 8.990 13.622
C 6.304 8.146 10.302
C 5.627 8.611 9.045
N 7.472 7.529 10.422
O 7.965 7.429 9.079
H 3.666 8.105 12.703
H 3.939 6.939 11.348
H 3.439 8.627 11.071
H 6.270 9.400 14.203
H 6.206 8.677 8.209
H 5.184 9.630 9.275
H 4.854 7.890 8.709
S 8.670 10.534 10.834
C 10.119 10.234 9.857
N 10.918 9.256 10.051
C 12.067 9.299 9.298
C 13.132 8.357 9.352
C 14.208 8.559 8.579
C 14.173 9.670 7.646
C 13.146 10.587 7.486
C 12.087 10.373 8.377
S 10.699 11.357 8.570
H 12.884 7.472 9.889
H 15.134 7.961 8.536
H 15.096 9.837 7.144
H 13.262 11.298 6.710
O 6.316 4.909 11.251
H 6.732 5.737 10.951
H 6.444 4.982 12.205
O 9.842 6.205 10.008
B 9.057 6.681 8.936
O 9.611 6.519 7.702
C 10.897 6.039 7.962
C 11.975 5.832 7.108
C 13.138 5.354 7.714
C 13.149 5.029 9.083
C 11.999 5.173 9.927
C 10.933 5.761 9.379
H 11.875 6.231 6.052
H 14.031 5.198 7.126
H 14.100 4.760 9.579
H 12.071 4.859 10.993
*
```

Population analysis type Löwdin, resulting atomic charges in e:
1. Tl 0.721
2. C -0.037
3. C -0.561
4. O -0.040
5. N 0.080
6. C -0.104
7. C -0.293
8. C -0.043
9. C -0.058
10. C -0.065
11. C -0.140
12. N 0.123
13. H 0.095
14. H 0.063
15. H 0.079
16. H 0.093
17. H 0.101
18. H 0.132
19. H 0.132
20. H 0.120
21. H 0.091
22. H 0.125
23. C 0.016
24. C -0.277
25. N -0.019
26. O -0.021
27. C -0.272
28. C 0.019
29. N 0.032
30. O 0.120
31. H 0.076
32. H 0.097
33. H 0.073
34. H 0.065
35. H 0.044
36. H 0.127
37. H 0.116
38. S 0.459
39. C -1.044
40. N -0.018
41. C -0.304
42. C -0.053
43. C -0.083
44. C -0.085
45. C -0.082
46. C -0.511
47. S 1.010
48. H 0.088
49. H 0.113
50. H 0.082
51. H 0.095
52. O -0.056
53. H -0.008
54. H 0.041
55. O 0.158
56. B -0.781
57. O 0.248
58. C -0.129
59. C 0.005
60. C -0.102
61. C -0.085
62. C -0.012
63. C -0.253
64. H 0.147
65. H 0.100
66. H 0.110
67. H 0.141


# 2
C25H27BN7O2RuS5 as an isolated structure in a non-equilibrium geometry. Source: the Open Molecules 2025 dataset; level of theory: wB97M-V/def2-TZVPD.

The LUMO energy (alpha / beta) is -1.77 / -0.87 eV. As for the HOMO energy (alpha / beta): -7.69 / -7.77 eV. The relative energy (zero: lowest compared OMol25 entry of this formula, charge and spin) is 44.6 kcal per mole. The calculation puts the frontier orbital gap (alpha / beta) at 5.920 / 6.899 eV.

The geometry in ORCA input format:
```
! wB97M-V def2-TZVPD RIJCOSX def2/J DEFGRID3
* xyz 0 2
Ru -0.237 -0.315 0.604
N -0.512 -0.172 3.104
C 0.542 -0.492 4.063
C 1.867 0.136 3.642
C 2.368 -0.555 2.328
O 3.109 -1.520 2.445
O 1.938 -0.031 1.265
H -0.750 0.818 3.158
H -1.361 -0.706 3.274
H 0.660 -1.579 4.118
H 0.278 -0.137 5.072
H 2.623 -0.026 4.410
H 1.746 1.203 3.451
S 0.073 0.305 -1.991
C 0.668 1.694 -1.221
N 0.421 1.937 0.032
C 0.939 3.113 0.468
C 0.784 3.657 1.741
C 1.328 4.897 2.005
C 2.039 5.589 1.030
C 2.200 5.067 -0.241
C 1.638 3.836 -0.522
S 1.597 2.964 -2.035
H 0.226 3.108 2.483
H 1.206 5.332 2.987
H 2.474 6.550 1.265
H 2.756 5.604 -0.993
C -1.139 -4.324 -1.129
N -1.847 -3.213 -1.699
C -2.156 -3.043 -3.022
C -2.861 -1.887 -3.113
N -3.000 -1.354 -1.870
B -3.947 -0.170 -1.522
N -3.192 1.172 -1.746
C -3.137 1.855 -2.921
C -2.610 3.082 -2.691
N -2.325 3.150 -1.353
C -1.833 4.316 -0.675
C -2.668 1.958 -0.800
S -2.450 1.569 0.841
C -2.355 -2.155 -1.016
S -2.284 -2.014 0.682
H -1.425 -5.242 -1.639
H -1.395 -4.392 -0.072
H -0.059 -4.189 -1.225
H -1.881 -3.759 -3.770
H -3.283 -1.400 -3.966
H -4.259 -0.251 -0.384
H -4.859 -0.206 -2.288
H -3.475 1.425 -3.839
H -2.425 3.903 -3.354
H -0.942 4.698 -1.176
H -1.583 4.048 0.349
H -2.599 5.093 -0.662
S 1.649 -4.697 1.964
C 0.591 -3.338 1.813
N 0.808 -2.554 0.819
C 1.886 -2.961 0.080
C 2.417 -2.314 -1.033
C 3.473 -2.900 -1.697
C 4.022 -4.107 -1.262
C 3.543 -4.738 -0.132
C 2.475 -4.158 0.533
H -0.218 -3.205 2.509
H 2.008 -1.362 -1.337
H 3.886 -2.417 -2.570
H 4.846 -4.546 -1.807
H 3.986 -5.653 0.233
*
```

Population analysis type Löwdin, resulting atomic charges in e:
1. Ru 0.971
2. N -0.016
3. C -0.251
4. C -0.099
5. C -0.695
6. O 0.032
7. O -0.148
8. H 0.060
9. H 0.071
10. H 0.107
11. H 0.115
12. H 0.113
13. H 0.097
14. S 0.630
15. C -1.113
16. N -0.122
17. C -0.350
18. C -0.032
19. C -0.083
20. C -0.093
21. C -0.095
22. C -0.481
23. S 1.022
24. H 0.099
25. H 0.103
26. H 0.101
27. H 0.106
28. C -0.027
29. N -0.106
30. C -0.031
31. C -0.058
32. N 0.000
33. B -0.471
34. N -0.008
35. C -0.066
36. C -0.040
37. N -0.106
38. C -0.026
39. C -0.733
40. S 0.663
41. C -0.719
42. S 0.669
43. H 0.100
44. H 0.059
45. H 0.090
46. H 0.123
47. H 0.121
48. H 0.041
49. H 0.078
50. H 0.119
51. H 0.123
52. H 0.093
53. H 0.051
54. H 0.103
55. S 1.085
56. C -0.495
57. N -0.046
58. C -0.346
59. C -0.018
60. C -0.064
61. C -0.081
62. C -0.087
63. C -0.461
64. H 0.061
65. H 0.040
66. H 0.105
67. H 0.104
68. H 0.108


# 3
An isolated ion of composition C25H27ClN3O and charge +1. Source: the Open Molecules 2025 dataset; level of theory: wB97M-V/def2-TZVPD.

The LUMO energy is -2.12 eV. As for the HOMO energy: -10.55 eV. As for the SMILES: C[N@@H+]1[C@@H]2CC[C@H]1C=C(N(CCc1c[nH]c3ccccc13)C(=O)c1ccc(Cl)cc1)C2. The calculation puts the frontier orbital gap at 8.432 eV.

The geometry in ORCA input format:
```
! wB97M-V def2-TZVPD RIJCOSX def2/J DEFGRID3
* xyz 1 1
C -1.172 -4.225 0.216
N -0.788 -2.821 0.067
C -1.233 -1.925 1.168
C -0.370 -0.662 1.083
C 0.096 -0.386 -0.323
C -0.445 -0.990 -1.380
C -1.386 -2.127 -1.126
H -1.404 -2.803 -1.982
C -2.790 -1.708 -0.672
H -3.036 -0.732 -1.083
H -3.544 -2.416 -1.012
C -2.707 -1.664 0.861
H -3.026 -0.703 1.256
H -3.338 -2.430 1.310
H -0.108 -0.803 -2.385
N 1.357 0.266 -0.387
C 2.340 -0.652 -0.129
O 2.029 -1.831 0.063
C 3.734 -0.182 -0.034
C 4.069 0.966 0.685
C 5.390 1.346 0.811
C 6.387 0.583 0.214
C 6.066 -0.571 -0.489
C 4.745 -0.956 -0.600
H 4.482 -1.857 -1.132
H 6.848 -1.163 -0.937
Cl 8.031 1.067 0.359
H 5.653 2.227 1.373
H 3.299 1.545 1.172
C 1.518 1.507 -1.120
H 2.573 1.778 -1.104
H 1.218 1.349 -2.163
C 0.664 2.631 -0.520
C -0.796 2.419 -0.769
C -1.410 2.343 -1.988
N -2.745 2.097 -1.833
C -3.034 2.047 -0.499
C -4.240 1.826 0.156
C -4.227 1.825 1.534
C -3.047 2.050 2.250
C -1.848 2.265 1.606
C -1.824 2.251 0.209
H -0.951 2.470 2.173
H -3.085 2.065 3.328
H -5.147 1.665 2.075
H -5.155 1.678 -0.397
H -3.422 2.083 -2.576
H -0.987 2.445 -2.969
H 0.848 2.700 0.552
H 0.983 3.569 -0.979
H 0.506 -0.759 1.727
H -0.939 0.202 1.440
H -1.090 -2.414 2.133
H 0.253 -2.734 0.008
H -2.254 -4.319 0.265
H -0.803 -4.799 -0.632
H -0.736 -4.634 1.126
*
```

Population analysis type Löwdin, resulting atomic charges in e:
1. C 0.035
2. N -0.080
3. C -0.207
4. C -0.023
5. C -0.210
6. C 0.051
7. C -0.200
8. H 0.162
9. C -0.081
10. H 0.108
11. H 0.120
12. C -0.084
13. H 0.105
14. H 0.120
15. H 0.135
16. N 0.021
17. C -0.366
18. O 0.060
19. C -0.146
20. C -0.028
21. C -0.083
22. C -0.662
23. C -0.080
24. C -0.001
25. H 0.124
26. H 0.112
27. Cl 0.715
28. H 0.111
29. H 0.120
30. C -0.119
31. H 0.120
32. H 0.128
33. C -0.095
34. C -0.190
35. C -0.049
36. N 0.095
37. C -0.222
38. C -0.020
39. C -0.094
40. C -0.092
41. C -0.053
42. C -0.145
43. H 0.116
44. H 0.106
45. H 0.106
46. H 0.114
47. H 0.162
48. H 0.130
49. H 0.115
50. H 0.128
51. H 0.137
52. H 0.102
53. H 0.166
54. H 0.165
55. H 0.110
56. H 0.114
57. H 0.116


# 4
C25H27ClN5O5PRe as an isolated structure in a non-equilibrium geometry. Source: the Open Molecules 2025 dataset; level of theory: wB97M-V/def2-TZVPD.

The LUMO energy (alpha / beta) is -8.16 / -8.52 eV. As for the HOMO energy (alpha / beta): -14.12 / -14.07 eV. The calculation puts the frontier orbital gap (alpha / beta) at 5.960 / 5.554 eV.

The geometry in ORCA input format:
```
! wB97M-V def2-TZVPD RIJCOSX def2/J DEFGRID3
* xyz 2 4
Re 0.000 0.000 0.000
O 3.998 0.000 3.915
C 2.790 0.000 4.526
O 2.762 0.000 5.754
C 1.574 0.000 3.708
C 0.280 0.000 4.222
Cl -0.190 0.000 5.870
N -0.631 0.000 3.176
N 0.037 0.000 1.999
C 1.341 0.000 2.303
C 2.365 0.000 1.225
O 3.581 0.000 1.600
O 1.936 0.000 0.037
C -2.072 0.000 3.107
C -2.673 0.000 1.828
C -4.062 0.000 1.672
C -4.885 0.000 2.791
C -4.314 0.000 4.060
C -2.920 0.000 4.219
H 3.956 0.000 2.914
H -2.062 0.000 0.925
H -4.490 0.000 0.674
H -5.964 0.000 2.675
H -4.954 0.000 4.940
H -2.566 0.000 5.239
C 0.168 2.168 -4.708
N 0.407 2.520 -3.299
C 1.847 2.353 -2.965
N 2.351 0.994 -3.299
C 2.067 0.678 -4.708
N 0.627 0.798 -4.991
C -0.153 -0.195 -4.233
P 0.000 0.000 -2.410
C -0.470 1.750 -2.397
C 1.812 -0.041 -2.397
H 0.709 2.886 -5.364
H -0.911 2.277 -4.960
H 2.025 2.580 -1.890
H 2.436 3.104 -3.535
H 2.428 -0.344 -4.960
H 2.635 1.374 -5.364
H 0.178 -1.218 -4.513
H -1.226 -0.116 -4.512
H -0.334 2.135 -1.364
H -1.544 1.872 -2.659
H 2.186 -1.054 -2.659
H 2.153 0.182 -1.364
C -1.556 -2.563 2.127
C -1.685 -2.468 0.629
O -1.125 -1.572 0.000
C -2.507 -3.485 -0.093
C -2.619 -3.386 -1.486
C -3.378 -4.314 -2.202
C -4.029 -5.346 -1.531
C -3.923 -5.452 -0.145
C -3.165 -4.525 0.576
H -0.924 -1.745 2.485
H -1.081 -3.506 2.407
H -2.537 -2.463 2.598
H -2.115 -2.583 -2.022
H -3.459 -4.229 -3.283
H -4.620 -6.069 -2.089
H -4.433 -6.260 0.376
H -3.105 -4.638 1.654
H -1.004 1.402 0.000
*
```

Population analysis type Löwdin, resulting atomic charges in e:
1. Re 1.484
2. O 0.131
3. C -0.445
4. O 0.100
5. C -0.001
6. C -0.460
7. Cl 0.924
8. N -0.034
9. N -0.105
10. C -0.094
11. C -0.406
12. O 0.162
13. O -0.166
14. C -0.188
15. C -0.083
16. C -0.034
17. C -0.041
18. C -0.024
19. C -0.011
20. H 0.003
21. H 0.014
22. H 0.124
23. H 0.124
24. H 0.128
25. H 0.062
26. C -0.157
27. N -0.138
28. C -0.130
29. N -0.121
30. C -0.157
31. N -0.114
32. C -0.279
33. P 0.911
34. C -0.354
35. C -0.318
36. H 0.149
37. H 0.144
38. H 0.140
39. H 0.148
40. H 0.144
41. H 0.148
42. H 0.115
43. H 0.114
44. H 0.028
45. H 0.125
46. H 0.134
47. H 0.010
48. C 0.029
49. C -0.274
50. O -0.218
51. C -0.142
52. C 0.000
53. C -0.034
54. C -0.019
55. C -0.025
56. C 0.006
57. H 0.057
58. H 0.129
59. H 0.119
60. H 0.104
61. H 0.121
62. H 0.129
63. H 0.125
64. H 0.123
65. H 0.068